# 1
{"formula": "C3H8N2O2", "method": "ωB97M-V/def2-TZVPD", "smiles": "CCO[C@H](N)N=O", "e_lumo_ev": -0.8, "relative_energy_kj_mol": 409.8, "e_tot_ev": -10312.7047, "e_homo_ev": -9.60, "species": ["C", "C", "O", "C", "N", "N", "O", "H", "H", "H", "H", "H", "H", "H", "H"], "coordinates": [[1.72, -0.91, 0.83], [1.10, -0.36, -0.44], [-0.22, -0.87, -0.60], [-1.28, -0.04, -0.13], [-1.81, 0.73, -1.25], [-1.10, 0.73, 1.15], [-1.09, 1.96, 0.99], [1.35, -0.38, 1.71], [2.81, -0.81, 0.81], [1.46, -1.97, 0.96], [1.68, -0.73, -1.29], [1.13, 0.73, -0.48], [-2.08, -0.75, 0.14], [-2.58, 1.28, -0.89], [-1.09, 1.40, -1.51]]}

# 2
{"formula": "C3H8N2O2", "method": "ωB97M-V/def2-TZVPD", "smiles": "NC(=O)O.C=NC", "e_lumo_ev": 0.5, "relative_energy_kj_mol": 150.6, "e_tot_ev": -10315.3909, "e_homo_ev": -9.10, "species": ["N", "C", "O", "O", "H", "H", "H", "C", "N", "C", "H", "H", "H", "H", "H"], "coordinates": [[2.22, 0.12, -2.46], [1.15, -0.63, -1.98], [1.29, -1.64, -1.35], [-0.06, -0.13, -2.31], [3.09, -0.13, -2.01], [2.07, 1.12, -2.38], [0.03, 0.39, -3.12], [-0.93, -0.80, 1.06], [-0.47, 0.15, 1.75], [-1.37, 0.85, 2.66], [-0.42, -1.05, 0.14], [-1.83, -1.35, 1.36], [-0.91, 0.93, 3.64], [-2.34, 0.34, 2.76], [-1.53, 1.84, 2.24]]}

# 3
{"formula": "C3H8N2O2", "method": "ωB97M-V/def2-TZVPD", "smiles": "NC(=O)NCCO", "e_lumo_ev": 0.7, "relative_energy_kj_mol": 22.5, "e_tot_ev": -10316.7191, "e_homo_ev": -9.77, "species": ["N", "C", "O", "N", "C", "C", "O", "H", "H", "H", "H", "H", "H", "H", "H"], "coordinates": [[2.27, 0.68, -1.07], [0.95, 0.65, -0.66], [0.34, 1.69, -0.39], [0.39, -0.59, -0.60], [-1.01, -0.78, -0.22], [-1.29, -0.42, 1.24], [-1.59, 0.94, 1.44], [2.70, 1.58, -0.91], [2.85, -0.10, -0.80], [0.86, -1.34, -1.08], [-1.23, -1.84, -0.39], [-1.67, -0.19, -0.87], [-0.43, -0.75, 1.84], [-2.17, -0.98, 1.58], [-0.97, 1.45, 0.89]]}